71
Properties=species:S:1:pos:R:3:forces:R:3:lowdin_charge:R:1 method="wB97M-V/def2-TZVPD" homo_energy_ev=-11.0343 total_energy_ha=-1522.6608 charge=+1 gap_ev=7.809
C -1.902 0.021 -0.474 -2.760 -0.182 -1.378 -0.20
H -5.013 3.904 -1.553 0.646 -0.299 0.513 0.14
C -2.820 -0.049 0.800 2.237 -0.139 1.603 -0.03
O 7.273 -0.466 2.303 0.117 -0.071 -0.429 -0.21
H 6.008 -1.034 -1.412 -0.098 0.090 0.003 0.13
H 3.753 -0.941 -0.428 -0.004 0.069 0.068 0.10
H -6.179 -2.658 -1.981 -0.665 0.643 -0.058 0.12
H 9.190 -0.750 3.029 0.115 -0.048 -0.141 0.09
H -3.134 4.748 -0.202 -0.249 -1.006 0.405 0.14
H 5.981 2.266 0.887 0.098 -0.055 -0.110 0.13
C -2.629 2.241 1.750 0.169 0.629 0.890 -0.18
C -3.519 3.737 0.121 -0.941 0.884 -1.316 -0.16
H 5.111 0.939 1.616 0.107 -0.189 0.146 0.11
N 0.460 -1.672 -0.098 0.775 0.767 -2.088 0.13
O -6.767 -0.604 -2.055 0.933 -0.825 -0.083 -0.17
C -4.256 3.174 -1.161 0.650 0.360 0.140 -0.19
H -4.775 -0.889 -2.685 -0.623 0.636 0.562 0.13
C 3.112 -0.931 1.901 0.339 -0.279 0.223 -0.12
C 4.580 -1.423 0.109 0.350 -0.119 0.247 -0.19
C 1.194 -2.626 -0.721 0.658 -0.990 -1.131 -0.11
H 8.151 1.095 1.231 -0.003 -0.053 -0.028 0.13
C 8.539 -1.092 2.216 -0.098 0.037 0.217 -0.11
H -3.896 0.218 0.707 1.105 0.321 -0.341 0.12
C 6.010 1.185 1.051 0.142 0.169 -0.026 -0.17
C -1.944 0.825 1.818 -1.441 0.446 -0.465 -0.20
H 7.296 1.523 2.733 0.040 0.225 -0.148 0.13
H -4.316 1.362 -2.832 -0.837 0.020 0.460 0.11
O 5.965 0.609 -0.254 -0.160 -0.145 0.105 -0.12
C -0.444 0.674 1.342 -0.912 2.219 2.122 -0.05
H 1.295 -3.605 -0.186 -0.163 1.127 -0.378 0.13
C -7.349 -2.102 -0.178 0.410 -0.442 -0.468 -0.08
H -2.795 -1.074 1.269 0.093 0.603 -1.204 0.14
H 0.758 0.762 -2.615 -0.058 -0.720 0.726 0.12
H -4.996 -0.621 -0.913 -0.355 0.516 -0.766 0.11
H -7.949 -2.294 -2.285 0.840 0.381 0.207 0.12
C -5.212 1.248 -2.156 1.264 -0.738 -0.527 -0.16
O 4.413 -1.315 1.516 -0.290 0.456 -0.170 -0.18
C 5.895 -0.810 -0.347 0.117 0.051 -0.139 -0.17
H -4.251 3.933 0.948 0.745 -0.440 -0.512 0.14
C -7.034 -1.975 -1.731 -0.813 -0.118 1.401 -0.25
O -4.894 1.920 -0.929 0.220 0.134 -0.221 -0.18
H -3.734 2.073 1.878 1.067 0.017 -0.026 0.13
O -2.398 2.936 0.517 -0.582 -0.597 0.340 -0.16
H 9.014 -0.898 1.249 0.054 0.049 0.041 0.09
H 2.439 -1.795 1.865 -0.200 0.123 -0.018 0.08
H 8.391 -2.168 2.310 -0.054 0.060 0.090 0.09
F -2.273 0.865 -1.532 -0.093 -0.702 1.067 0.02
H 6.750 -1.273 0.147 -0.154 -0.067 0.223 0.12
H -7.943 -3.039 -0.027 0.421 0.811 0.028 0.07
H -0.023 1.689 1.585 0.184 -1.091 -0.498 0.15
H 0.121 -0.082 1.934 -0.492 0.167 -1.193 0.14
H -0.273 1.458 -0.528 -0.784 -0.271 -0.411 0.19
H -1.998 0.526 2.896 -0.153 -0.054 -1.023 0.16
H 2.727 -0.121 1.270 -0.045 -0.015 -0.090 0.07
H -7.927 -1.216 0.201 0.565 -0.888 -0.482 0.09
H -6.083 1.704 -2.689 0.432 -0.535 0.639 0.14
H -3.452 3.085 -1.950 -0.761 -0.132 0.593 0.12
N -0.507 0.535 -0.146 0.142 -2.473 0.689 0.06
C 1.686 -1.256 -2.744 -1.359 -0.585 2.494 0.00
H 4.579 -2.491 -0.138 0.012 0.014 -0.251 0.13
H -1.934 -1.011 -0.904 0.932 0.996 0.214 0.17
H -2.311 2.926 2.588 -0.083 -0.742 -0.601 0.14
H 3.161 -0.563 2.927 0.038 -0.092 -0.005 0.10
C -5.377 -0.304 -1.925 -0.310 0.639 -0.149 -0.18
H -6.395 -2.228 0.409 -0.948 0.292 -0.442 0.06
C 1.826 -2.536 -2.028 -1.101 3.049 -0.131 -0.02
H 2.402 -3.337 -2.533 -0.567 0.427 0.859 0.12
H 2.114 -1.079 -3.755 -0.324 -0.211 0.980 0.12
C 0.894 -0.204 -2.085 0.841 -2.256 0.313 0.03
C 0.342 -0.528 -0.792 2.017 0.302 -1.422 -0.27
C 7.272 0.878 1.846 -0.391 -0.163 0.260 -0.19